Entry from OMol25: the molecule C21H21N3O4 (ωB97M-V with the def2-TZVPD basis set).

Last column: Mulliken charge in e.
Geometry (Å):
C 6.721 -0.394 1.850  -0.68
O 5.981 0.675 1.307  -0.38
C 4.593 0.475 1.290  -0.31
C 4.132 -0.544 0.229  -1.15
N 2.688 -0.563 0.135  0.16
C 2.064 0.294 -0.713  -0.13
C 0.711 0.373 -0.839  0.55
C 0.163 1.436 -1.729  0.07
O 0.660 1.729 -2.797  -0.69
N -0.883 2.107 -1.188  -0.20
C -1.595 3.151 -1.900  -1.13
C -3.038 2.803 -2.063  0.47
C -4.099 2.940 -1.214  -0.34
C -5.212 2.364 -1.873  -0.50
C -4.743 1.917 -3.069  -0.41
O -3.433 2.175 -3.191  -0.34
C -0.065 -0.541 -0.073  0.80
C -1.454 -0.875 -0.005  0.74
C -2.595 -0.483 -0.707  -0.51
C -3.806 -1.045 -0.375  -0.76
C -3.907 -2.003 0.638  -0.65
C -2.795 -2.442 1.321  -0.65
C -1.565 -1.883 0.988  -0.35
N -0.325 -2.174 1.481  -0.03
C -0.048 -3.167 2.482  -1.09
C 0.589 -1.386 0.832  -0.92
C 2.015 -1.415 1.005  0.74
O 2.642 -2.105 1.803  -0.77
H 6.322 -0.693 2.826  0.31
H 7.739 -0.029 1.969  0.25
H 6.727 -1.266 1.188  0.27
H 4.161 1.454 1.060  0.28
H 4.233 0.146 2.276  0.37
H 4.560 -0.283 -0.740  0.32
H 4.453 -1.547 0.520  0.43
H 2.701 0.939 -1.298  0.55
H -1.256 1.811 -0.300  0.35
H -1.115 3.239 -2.877  0.38
H -1.502 4.097 -1.355  0.38
H -4.091 3.398 -0.246  0.50
H -6.215 2.296 -1.505  0.45
H -5.224 1.421 -3.888  0.48
H -2.526 0.224 -1.517  0.84
H -4.694 -0.746 -0.910  0.43
H -4.876 -2.418 0.875  0.40
H -2.873 -3.202 2.083  0.46
H 1.024 -3.185 2.664  0.32
H -0.571 -2.924 3.410  0.33
H -0.374 -4.152 2.139  0.35

Calculated values
* structure (SMILES): COCCn1cc(C(=O)NCc2ccco2)c2c3ccccc3n(C)c2c1=O
* strongest force on any atom: 0.971 eV Å⁻¹
* 2S+1: 1
* LUMO energy: 0.0142 Eh
* orbital gap: 8.1 eV
* HOMO: -7.711 eV
* ΔE to the lowest compared entry with this formula, charge and spin: 49.6 kcal per mole